[1]
C3H4NaO3Tl as an isolated structure in a non-equilibrium geometry, computed with ωB97M-V with the def2-TZVPD basis set.

Its molar mass is 315.4 g mol⁻¹. The calculation puts the largest force on an atom at 2.92 eV/A. The energy above the lowest of the compared OMol25 structures with the same formula, charge and spin is 0.000 eV.

Atoms and positions in Å:
Tl  0.0540  2.6080  0.1085
Na  1.0956  -0.7261  2.0747
O  -1.4019  -0.6974  1.4129
O  1.1951  0.8041  0.3251
O  -1.9097  1.4465  0.8587
C  0.8748  0.0587  -0.8294
C  0.1481  -1.2565  -0.5237
C  -1.6895  0.4827  1.5160
H  0.5058  -2.0863  -1.1578
H  1.7855  -0.1419  -1.4323
H  -0.9137  -1.1825  -0.8165
H  0.2560  0.6907  -1.5362

=====

[2]
C3H4NdO4 as an isolated structure in a non-equilibrium geometry, computed with ωB97M-V with the def2-TZVPD basis set.

Its spin multiplicity is 5. Its molar mass is 248.3 g mol⁻¹. The calculation puts the largest force on an atom at 1.93 eV/A. The energy above the lowest of the compared OMol25 structures with the same formula, charge and spin is 0.000 eV. Its expectation value of S² is 6.00. The charge is +2.

Atoms and positions in Å:
Nd  -2.7554  2.7707  1.2700
O  1.2096  1.3362  -1.0896
O  -0.4929  -0.0450  -0.7363
O  -0.6855  -1.0190  1.7868
O  -0.6600  2.0375  -0.0275
C  0.2794  -1.1868  -0.3761
C  -0.1401  -1.7213  0.9660
C  0.0052  1.1450  -0.5444
H  0.2559  -2.7306  1.2060
H  0.1069  -1.9404  -1.1544
H  1.3658  -0.8902  -0.3551
H  1.5112  2.2439  -0.9454

=====

[3]
C3H4O in the gas phase, computed with ωB97M-V with the def2-TZVPD basis set.

Its molar mass is 56.1 g mol⁻¹. The calculation puts the largest force on an atom at 0.44 eV/A. The energy above the lowest of the compared OMol25 structures with the same formula, charge and spin is 0.031 eV. The SMILES is C=CC=O.

Atoms and positions in Å:
O  1.7808  -0.7401  -0.0053
C  -0.2769  0.4639  -0.0057
C  -1.0536  -0.6186  -0.0012
C  1.2007  0.3219  0.0019
H  -2.1363  -0.5551  -0.0009
H  1.7734  1.2680  0.0103
H  -0.6935  1.4649  -0.0087
H  -0.5946  -1.6049  0.0096

=====

[4]
C3H4O2 in the gas phase in a non-equilibrium geometry, computed with ωB97M-V with the def2-TZVPD basis set.

Its molar mass is 72.1 g mol⁻¹. The calculation puts the largest force on an atom at 3.54 eV/A. The energy above the lowest of the compared OMol25 structures with the same formula, charge and spin is 2.903 eV. The SMILES is O[C@@H]1C=CO1.

Atoms and positions in Å:
O  1.8435  -0.0157  -0.2629
O  0.0065  1.3382  0.1086
C  -1.2265  0.4674  -0.2593
C  -0.6027  -0.6503  0.0522
C  0.6513  0.0784  0.5187
H  -2.2469  0.9594  -0.5646
H  1.5841  -0.4016  -1.0833
H  0.9821  -0.0782  1.5695
H  -0.9914  -1.6977  -0.0789

=====

[5]
A 2-piece molecular cluster, C3H4O2 overall in a non-equilibrium geometry, computed with ωB97M-V with the def2-TZVPD basis set.

Its molar mass is 72.1 g mol⁻¹. The calculation puts the largest force on an atom at 6.15 eV/A. The energy above the lowest of the compared OMol25 structures with the same formula, charge and spin is 2.687 eV. The SMILES is C=C=O.C=O.

Atoms and positions in Å:
O  0.4640  -1.5873  0.9833
O  -2.1364  1.9576  0.5296
C  0.8843  -1.0438  0.0496
C  1.4961  -0.5257  -0.9168
C  -1.5991  0.8654  0.5687
H  2.5692  -0.1363  -0.7202
H  -0.7711  0.3770  0.0054
H  1.1323  0.0770  -1.7554
H  -2.0394  0.0161  1.2558

=====

[6]
A 2-piece molecular cluster, C3H4O2 overall in a non-equilibrium geometry, computed with ωB97M-V with the def2-TZVPD basis set.

Its molar mass is 72.1 g mol⁻¹. The calculation puts the largest force on an atom at 2.81 eV/A. The energy above the lowest of the compared OMol25 structures with the same formula, charge and spin is 2.689 eV. The SMILES is O=CO.C#C.

Atoms and positions in Å:
O  -2.5710  0.5432  -0.7020
O  -1.1223  -1.1226  -0.0627
C  1.6673  -0.2126  -0.2211
C  1.4735  0.6307  0.5934
C  -1.5384  0.1688  -0.2344
H  -0.1845  -1.0154  0.0787
H  1.3312  1.1389  1.4505
H  -0.7714  0.8009  0.0458
H  1.7155  -0.9319  -0.9481

=====

[7]
C3H4O2 in the gas phase in a non-equilibrium geometry, computed with ωB97M-V with the def2-TZVPD basis set.

Its molar mass is 72.1 g mol⁻¹. The calculation puts the largest force on an atom at 3.34 eV/A. The energy above the lowest of the compared OMol25 structures with the same formula, charge and spin is 5.043 eV.

Atoms and positions in Å:
O  -1.4588  -0.3671  0.1177
O  2.0974  0.2406  0.1082
C  0.7960  0.2626  0.0045
C  -1.7514  0.9286  -0.0606
C  -0.1262  -0.6750  -0.0902
H  -2.8410  1.1002  -0.0418
H  0.1337  -1.6687  -0.2486
H  2.3640  -0.6678  0.3898
H  0.2172  1.1528  0.1988

=====

[8]
A 2-piece molecular cluster, C3H4O2 overall in a non-equilibrium geometry, computed with ωB97M-V with the def2-TZVPD basis set.

Its molar mass is 72.1 g mol⁻¹. The calculation puts the largest force on an atom at 4.37 eV/A. The energy above the lowest of the compared OMol25 structures with the same formula, charge and spin is 7.302 eV.

Atoms and positions in Å:
O  0.9417  -1.4915  0.0394
O  -0.1481  -1.8365  0.8573
C  1.2322  -0.1923  0.1813
C  -1.4683  1.4970  -0.7841
C  -0.6660  0.7359  -0.3288
H  1.3075  0.2188  1.1802
H  -0.8409  -1.1858  0.5842
H  1.8989  0.1571  -0.5891
H  -2.2569  2.0973  -1.1404

=====

[9]
C3H4O2 as an isolated structure in a non-equilibrium geometry, computed with ωB97M-V with the def2-TZVPD basis set.

Its molar mass is 72.1 g mol⁻¹. The calculation puts the largest force on an atom at 7.62 eV/A. The energy above the lowest of the compared OMol25 structures with the same formula, charge and spin is 2.463 eV.

Atoms and positions in Å:
O  0.3121  1.7354  -0.0518
O  -0.0319  -0.1146  1.0025
C  -0.3379  -1.3306  0.3642
C  -0.0165  0.5626  -0.1885
C  0.0060  -0.5966  -1.0289
H  -1.3943  -1.4665  0.4201
H  -0.3946  -0.4256  -2.1363
H  0.3284  -2.1903  0.5557
H  1.3094  -0.6963  -1.3259

=====

[10]
C3H4O2 in the gas phase in a non-equilibrium geometry, computed with ωB97M-V with the def2-TZVPD basis set.

Its molar mass is 72.1 g mol⁻¹. The calculation puts the largest force on an atom at 2.78 eV/A. The energy above the lowest of the compared OMol25 structures with the same formula, charge and spin is 2.076 eV. The SMILES is C1=COCO1.

Atoms and positions in Å:
O  0.7702  -0.3352  -0.7699
O  -0.9180  0.6491  0.2431
C  -0.3887  -0.3270  1.0401
C  0.5293  -1.0090  0.4035
C  -0.0133  0.8172  -0.8048
H  -0.8204  -0.1614  1.9935
H  1.1935  -1.8296  0.6489
H  -0.6052  0.8887  -1.6372
H  0.6508  1.7044  -0.6236